(1)
Here is C29H41Cl5P2Tl as an isolated structure in a non-equilibrium geometry from OMol25. Energies are from ωB97M-V with the def2-TZVPD basis set.

Its total charge is +1. Its lowest unoccupied orbital energy is -3.80 eV. The total energy comes out at -116608.6434 eV. Its spin multiplicity is 1. The highest occupied orbital energy is -0.36757 hartree. The relative energy (zero: lowest compared OMol25 entry of this formula, charge and spin) comes out at 0.000 eV.

Element x y z (Å)
Tl 0.274 -0.260 -0.019
C -0.557 2.192 -0.401
C -1.747 1.464 -0.034
C -0.280 1.400 1.799
C 0.365 2.149 0.726
C -1.596 0.991 1.320
C -0.293 2.858 -1.713
H -0.877 2.415 -2.535
H 0.772 2.854 -2.002
H -0.608 3.909 -1.605
C 1.730 2.719 0.767
H 2.120 2.995 -0.219
H 2.448 2.016 1.216
H 1.712 3.608 1.411
C 0.318 1.078 3.118
H 0.148 1.933 3.787
H 1.404 0.945 3.038
H -0.093 0.172 3.582
C -2.595 0.197 2.100
H -3.182 0.919 2.694
H -2.138 -0.521 2.801
H -3.296 -0.350 1.450
C -2.957 1.274 -0.898
H -3.661 2.083 -0.638
H -3.476 0.315 -0.729
H -2.736 1.358 -1.974
C 0.790 -4.501 -5.640
C -0.162 -3.681 -6.097
C -1.586 -3.974 -6.466
C -2.202 -5.279 -5.897
C -2.185 -5.330 -4.396
C -1.201 -5.723 -3.580
C 0.162 -6.257 -3.909
C 0.701 -5.969 -5.334
H -1.703 -3.980 -7.564
H -1.713 -6.150 -6.351
H -2.197 -3.125 -6.114
H 0.108 -6.517 -6.075
H 1.781 -4.060 -5.448
H 0.127 -2.637 -6.279
H 1.722 -6.394 -5.380
H 0.868 -5.823 -3.180
H -1.411 -5.702 -2.503
H 0.196 -7.346 -3.734
H -3.256 -5.307 -6.233
H -3.117 -4.980 -3.924
P 0.638 -0.906 -2.237
C 2.246 -0.602 -2.782
C -0.524 -0.662 -3.504
P -0.664 -2.409 -0.084
C 0.427 -2.620 -1.577
C -2.305 -2.712 -0.560
C -0.191 -3.404 1.240
H 2.977 -0.576 -1.964
H 2.256 0.365 -3.307
H 2.485 -1.406 -3.487
H -0.368 -1.483 -4.219
H -0.301 0.295 -4.002
H -1.575 -0.650 -3.181
H -0.198 -4.429 0.858
H -0.927 -3.298 2.044
H 0.805 -3.154 1.621
H 1.424 -2.967 -1.209
H 0.025 -3.329 -2.308
H -2.928 -2.740 0.347
H -2.301 -3.710 -1.023
H -2.736 -1.984 -1.260
Cl 3.327 2.069 3.232
C 3.637 0.447 2.498
C 2.954 -0.384 1.652
C 3.471 -1.623 1.362
Cl 2.839 -2.969 0.340
C 4.732 -2.076 1.892
Cl 5.433 -3.578 1.582
C 5.450 -1.217 2.737
Cl 6.924 -1.704 3.371
C 4.892 0.051 3.039
Cl 5.846 0.973 4.085

Atom charges from the Mulliken analysis, given in e for atoms 1 to 5: Tl 1.408; C 0.253; C 0.832; C 0.382; C 0.456

***

(2)
Here is one molecule with the formula C3H7N3 in a non-equilibrium geometry from OMol25. Energies are from ωB97M-V with the def2-TZVPD basis set.

Its lowest unoccupied orbital energy is 0.81 eV. The total energy comes out at -7691.9878 eV. The structure (SMILES) is [H]/N=C(/N)N1CC1. Its spin multiplicity is 1. The highest occupied orbital energy is -0.33215 hartree. The relative energy (zero: lowest compared OMol25 entry of this formula, charge and spin) comes out at 2.692 eV.

Element x y z (Å)
H -0.673 0.376 2.397
N 0.158 -0.219 2.122
C 0.369 -0.190 0.840
N 1.310 -0.920 0.217
N -0.588 0.382 -0.100
C -0.524 1.224 -1.340
C -0.888 -0.248 -1.439
H 1.634 -0.656 -0.739
H 2.165 -0.936 0.729
H 0.540 1.584 -1.514
H -1.526 1.885 -1.297
H -0.113 -0.974 -1.759
H -1.925 -0.698 -1.856

Atom charges from the natural (NBO) analysis, given in e for atoms 1 to 5: H 0.362; N -0.700; C 0.567; N -0.813; N -0.508

***

(3)
Here is one molecule with the formula C27H23BrN4O2 from OMol25. Energies are from ωB97M-V with the def2-TZVPD basis set.

Its lowest unoccupied orbital energy is -0.56 eV. The total energy comes out at -108471.2078 eV. The structure (SMILES) is CC(=O)c1ccc(N2CCN(C(=O)c3cc(-c4cccnc4)nc4ccc(Br)cc34)CC2)cc1. Its spin multiplicity is 1. The highest occupied orbital energy is -0.29990 hartree.

Element x y z (Å)
C -8.210 -1.644 1.723
C -7.842 -0.434 0.895
O -8.688 0.355 0.524
C -6.417 -0.256 0.558
C -5.408 -1.139 0.944
C -4.097 -0.917 0.589
C -3.727 0.204 -0.169
N -2.421 0.429 -0.517
C -1.338 -0.310 0.091
C -0.029 0.461 -0.062
N 0.286 0.611 -1.465
C 1.532 0.637 -1.984
O 1.745 0.722 -3.178
C 2.651 0.556 -0.986
C 3.381 -0.595 -0.858
C 4.451 -0.642 0.070
C 5.237 -1.866 0.253
C 5.441 -2.792 -0.768
C 6.191 -3.926 -0.504
C 6.715 -4.091 0.769
N 6.534 -3.216 1.746
C 5.819 -2.139 1.495
N 4.768 0.382 0.827
C 4.091 1.534 0.702
C 4.471 2.631 1.506
C 3.815 3.825 1.408
C 2.757 3.963 0.495
Br 1.860 5.639 0.381
C 2.354 2.929 -0.305
C 3.010 1.688 -0.211
C -0.854 0.700 -2.360
C -2.054 1.285 -1.625
C -4.742 1.098 -0.546
C -6.048 0.865 -0.191
H -7.692 -1.617 2.679
H -9.283 -1.644 1.897
H -7.932 -2.556 1.199
H -5.641 -2.021 1.520
H -3.353 -1.638 0.889
H -1.544 -0.435 1.158
H -1.223 -1.307 -0.360
H -0.129 1.443 0.418
H 0.775 -0.082 0.441
H 3.124 -1.467 -1.439
H 5.047 -2.619 -1.759
H 6.372 -4.660 -1.273
H 7.313 -4.957 1.022
H 5.687 -1.445 2.313
H 5.294 2.497 2.189
H 4.101 4.667 2.018
H 1.554 3.059 -1.019
H -0.569 1.328 -3.207
H -1.105 -0.295 -2.749
H -1.817 2.301 -1.277
H -2.888 1.349 -2.327
H -4.501 1.992 -1.099
H -6.824 1.558 -0.481

Atom charges from the natural (NBO) analysis, given in e for atoms 1 to 5: C -0.716; C 0.576; O -0.552; C -0.226; C -0.163

***

(4)
Here is C33H36Cl2GeIrN2O4SSi as an isolated structure in a non-equilibrium geometry from OMol25. Energies are from ωB97M-V with the def2-TZVPD basis set.

Its total charge is -2. Its lowest unoccupied orbital energy (spin up / spin down) is 4.29 / 4.29 eV. The total energy comes out at -149087.1169 eV. Its spin multiplicity is 6. The highest occupied orbital energy (spin up / spin down) is -0.04144 / -0.08553 hartree. The relative energy (zero: lowest compared OMol25 entry of this formula, charge and spin) comes out at 1.126 eV.

Element x y z (Å)
Ir 0.139 -1.143 1.250
C -2.339 -0.615 4.243
C -1.730 -1.968 3.883
C -1.912 -2.975 5.015
O -0.337 -1.866 3.583
C -2.487 -2.465 2.611
O -3.613 -2.949 2.776
O -1.894 -2.315 1.495
H -1.868 -0.209 5.139
H -3.412 -0.730 4.408
H -2.181 0.087 3.424
H -1.569 -2.551 5.963
H -1.327 -3.871 4.796
H -2.962 -3.251 5.090
H 0.039 -1.050 3.987
C 2.713 5.455 2.358
Si 1.886 4.235 3.564
C 3.331 3.472 4.505
C 0.908 5.310 4.791
C 0.674 3.215 2.548
C -0.045 3.858 1.559
C -0.903 3.149 0.718
C -0.933 1.782 0.856
N -0.278 1.118 1.815
C 0.452 1.811 2.738
S 1.053 1.030 4.126
H 3.389 6.123 2.898
H 1.983 6.076 1.831
H 3.298 4.923 1.604
H 4.002 4.260 4.868
H 3.902 2.803 3.859
H 2.986 2.884 5.351
H 1.580 5.982 5.335
H 0.379 4.694 5.521
H 0.167 5.924 4.271
H 0.079 4.928 1.414
H -1.486 3.640 -0.049
H -1.502 1.163 0.170
O 4.584 -1.745 1.127
C 3.420 -1.503 1.311
N 2.273 -1.264 1.491
Cl -0.488 -6.658 1.812
C -0.605 -5.117 0.942
Cl 0.833 -4.110 1.177
H -1.463 -4.571 1.307
H -0.693 -5.340 -0.115
C -0.074 -0.909 -0.764
Ge -0.190 -0.847 -2.622
C -1.459 -2.201 -3.360
C -1.740 -2.328 -4.718
C -2.619 -3.300 -5.178
C -3.238 -4.156 -4.278
C -2.979 -4.032 -2.919
C -2.095 -3.062 -2.466
C 1.603 -1.209 -3.407
C 1.872 -1.240 -4.774
C 3.149 -1.517 -5.246
C 4.180 -1.767 -4.350
C 3.929 -1.738 -2.984
C 2.651 -1.461 -2.520
C -0.798 0.868 -3.441
C 0.086 1.765 -4.038
C -0.347 3.003 -4.495
C -1.677 3.371 -4.352
C -2.570 2.495 -3.746
C -2.130 1.259 -3.296
H -1.275 -1.653 -5.429
H -2.824 -3.389 -6.239
H -3.927 -4.914 -4.634
H -3.474 -4.689 -2.212
H -1.896 -2.947 -1.403
H 1.075 -1.040 -5.484
H 3.341 -1.540 -6.313
H 5.177 -1.982 -4.717
H 4.728 -1.932 -2.277
H 2.447 -1.435 -1.453
H 1.130 1.488 -4.146
H 0.355 3.687 -4.959
H -2.018 4.337 -4.706
H -3.608 2.782 -3.620
H -2.828 0.576 -2.822

Atom charges from the Mulliken analysis, given in e for atoms 1 to 5: Ir 1.889; C -1.659; C 2.201; C -1.880; O -0.614

***

(5)
Here is one molecule with the formula C2F2N2 in a non-equilibrium geometry from OMol25. Energies are from ωB97M-V with the def2-TZVPD basis set.

Its lowest unoccupied orbital energy (spin up / spin down) is -0.15 / -4.46 eV. The total energy comes out at -10481.4574 eV. Its spin multiplicity is 3. The highest occupied orbital energy (spin up / spin down) is -0.30936 / -0.46322 hartree. The relative energy (zero: lowest compared OMol25 entry of this formula, charge and spin) comes out at 0.947 eV.

Element x y z (Å)
C 0.426 0.793 -0.724
C -0.350 -0.223 -0.004
N 0.759 1.681 -1.380
N 0.454 -0.989 0.734
F -1.675 -0.195 0.048
F -0.057 -1.834 1.773

Atom charges from the natural (NBO) analysis, given in e for atoms 1 to 5: C 0.132; C 0.424; N -0.209; N 0.084; F -0.244